No. 1
# C3H3Cl2N

C3H3Cl2N in the gas phase (ωB97M-V/def2-TZVPD, the Open Molecules 2025 dataset).

Cartesian coordinates (Å):
C 2.1272 -1.4893 0.2469
C 0.0949 0.1225 -0.0595
C 1.5833 -0.0249 -0.0207
N 2.5252 -2.5358 0.4403
Cl 2.4295 0.8672 1.3762
Cl 2.3230 0.5173 -1.5952
H -0.4298 -0.0298 0.8115
H -0.4119 -0.4877 -0.8458
H -0.1341 1.1468 -0.4139

Computed properties:
* largest force on an atom: 4.1 eV/Å
* LUMO level: 0.36 eV
* HOMO: -11.6 eV
* structure (SMILES): CC(Cl)(Cl)C#N
* 2S+1: 1
* total energy: -1091.21787 a.u.

No. 2
# C3H3Cl2N2O

2 unconnected molecules or ions with the total composition C3H3Cl2N2O (ωB97M-V/def2-TZVPD, the Open Molecules 2025 dataset).

Cartesian coordinates (Å):
C -0.4334 1.0270 0.2590
C -3.9038 -0.1561 -0.4448
C 0.7116 -0.2540 -0.5219
N 0.9144 0.7884 0.3354
N -0.5746 -0.1716 -0.5902
O -1.2850 1.7259 0.7000
Cl -4.6338 -1.1282 0.6745
Cl -4.1469 1.4463 -0.4929
H -3.1256 -0.7149 -0.9556
H 1.4583 -0.9274 -0.9266
H 1.6609 1.4379 0.5903

Computed properties:
* largest force on an atom: 4.3 eV/Å
* LUMO level: -7.29 eV
* HOMO: -13.6 eV
* total charge: +1
* 2S+1: 1
* total energy: -1220.85853 a.u.

No. 3
# C3H3Cl2NO2S

C3H3Cl2NO2S in the gas phase (ωB97M-V/def2-TZVPD, the Open Molecules 2025 dataset).

Cartesian coordinates (Å):
C -0.3012 -1.3045 0.2167
C -0.8817 0.8224 0.0506
C 1.6418 0.1968 0.0456
N 0.2086 -0.0739 0.0629
O 0.2274 -2.3753 0.4253
O -2.8864 -0.9022 -0.9153
S -2.1734 -0.7068 0.3287
Cl -0.8204 2.0430 1.3045
Cl -1.1711 1.5714 -1.5333
H 1.8260 0.5114 -0.9798
H 2.0795 0.9000 0.9273
H 2.2510 -0.6824 0.0670

Computed properties:
* largest force on an atom: 3.1 eV/Å
* LUMO level: 0.14 eV
* HOMO: -9.8 eV
* 2S+1: 1
* total energy: -1639.86378 a.u.

No. 4
# C3H3Cl3

C3H3Cl3 in the gas phase (ωB97M-V/def2-TZVPD, the Open Molecules 2025 dataset).

Cartesian coordinates (Å):
C 0.9081 -0.8249 0.3046
C -0.3805 -0.0828 0.3913
C -0.7304 0.7809 -0.6629
H 1.3857 -0.2414 -0.5100
H 1.1936 -0.5631 1.2933
H 0.9201 -1.9006 0.1164
Cl -1.4969 -0.4135 1.6339
Cl 0.2152 1.3144 -2.1017
Cl -2.0150 1.9310 -0.4650

Computed properties:
* largest force on an atom: 5.0 eV/Å
* LUMO level: 0.59 eV
* HOMO: -9.2 eV
* structure (SMILES): CC(Cl)=C(Cl)Cl
* 2S+1: 1
* total energy: -1496.63801 a.u.

No. 5
# C3H3Cl9

3 unconnected molecules or ions with the total composition C3H3Cl9 (ωB97M-V/def2-TZVPD, the Open Molecules 2025 dataset).

Cartesian coordinates (Å):
C -1.8238 3.9741 -0.1177
Cl -2.7812 4.7106 -1.4009
Cl -2.8840 2.8401 0.7632
Cl -1.2631 5.2422 0.9932
H -1.0150 3.3934 -0.5613
C 1.8586 0.1733 -1.0046
Cl 3.2742 -0.4770 -0.2552
Cl 1.1398 1.4659 -0.0249
Cl 0.6830 -1.1311 -1.2626
H 2.1477 0.5963 -1.9667
C 0.0727 -4.0679 0.9047
Cl 0.8120 -5.3507 -0.0794
Cl 1.3357 -3.3605 1.9153
Cl -1.2715 -4.7205 1.8644
H -0.2851 -3.2881 0.2324

Computed properties:
* largest force on an atom: 3.2 eV/Å
* LUMO level (spin up / spin down): 2.52 / 2.46 eV
* HOMO (spin up / spin down): 0.3 / -6.6 eV
* total charge: -1
* 2S+1: 2
* total energy: -4257.80046 a.u.

No. 6
# C3H3ClFN

C3H3ClFN in the gas phase (ωB97M-V/def2-TZVPD, the Open Molecules 2025 dataset).

Cartesian coordinates (Å):
C -0.8105 -0.4585 0.2884
C 0.1692 0.6315 -0.3182
C 1.4965 -0.0867 -0.2474
H -0.6428 -0.3926 1.4562
H -0.0951 0.9138 -1.2389
H 0.3714 1.5472 0.2977
N 2.4795 -0.4892 0.1897
F -0.3079 -1.4420 -0.3776
Cl -2.6601 -0.2234 -0.0501

Computed properties:
* largest force on an atom: 4.9 eV/Å
* LUMO level: 0.66 eV
* HOMO: -11.6 eV
* structure (SMILES): N#CC[C@H](F)Cl
* 2S+1: 1
* total energy: -730.86366 a.u.

No. 7
# C3H3ClFNOS

C3H3ClFNOS in the gas phase (ωB97M-V/def2-TZVPD, the Open Molecules 2025 dataset).

Cartesian coordinates (Å):
C -0.6604 -1.5839 -0.3823
C 0.5168 -0.6242 0.0207
C 0.7055 1.6818 0.6120
H -0.4134 -2.6525 -0.4669
H -1.0878 0.8137 0.6584
H 1.8585 1.7532 0.4775
N 0.0024 0.4153 0.6429
O -0.1867 2.7393 0.5808
F -1.5859 -1.1966 0.5294
S 2.0834 -0.4798 -0.6265
Cl -1.2323 -0.8662 -2.0459

Computed properties:
* largest force on an atom: 8.7 eV/Å
* LUMO level: -1.34 eV
* HOMO: -9.3 eV
* structure (SMILES): O=CNC(=S)[C@@H](F)Cl
* 2S+1: 1
* total energy: -1204.25072 a.u.

No. 8
# C3H3ClI2O2

A molecular structure, C3H3ClI2O2 (ωB97M-V/def2-TZVPD, the Open Molecules 2025 dataset).

Cartesian coordinates (Å):
C -1.2407 -0.9898 0.1696
C -0.1309 -0.0084 -0.0939
C -3.5851 -1.2813 1.0399
O -1.1478 -2.1850 0.1200
O -2.3551 -0.3425 0.5014
Cl -3.0662 -2.0747 2.4692
I -4.1583 -2.5993 -0.5292
I -5.0495 0.2360 1.3785
H -0.5244 1.0015 -0.1783
H 0.5563 -0.0598 0.7507
H 0.4032 -0.2946 -0.9947

Computed properties:
* largest force on an atom: 3.4 eV/Å
* LUMO level: -0.67 eV
* HOMO: -9.5 eV
* 2S+1: 1
* total energy: -1322.14351 a.u.

No. 9
# C3H3ClIN

C3H3ClIN in the gas phase (ωB97M-V/def2-TZVPD, the Open Molecules 2025 dataset).

Cartesian coordinates (Å):
C 0.1898 -2.3289 -0.0818
C -0.3700 0.1070 -0.5556
C 0.4744 -0.9381 0.1604
N 0.0132 -3.4613 -0.0705
Cl 2.1973 -0.4698 0.0640
I -2.5128 -0.1182 0.0593
H 0.0624 1.0957 -0.1434
H -0.4175 -0.0268 -1.6957
H 0.1953 -0.7525 1.3024

Computed properties:
* largest force on an atom: 3.6 eV/Å
* LUMO level: -0.34 eV
* HOMO: -10.1 eV
* structure (SMILES): N#C[C@@H](Cl)CI
* 2S+1: 1
* total energy: -928.71861 a.u.

No. 10
# C3H3ClN2O

C3H3ClN2O in the gas phase (ωB97M-V/def2-TZVPD, the Open Molecules 2025 dataset).

Cartesian coordinates (Å):
C -0.2867 0.3709 -0.1511
C 0.4315 -1.5991 -0.1427
C 0.9301 -0.3957 -0.2054
H -1.6093 1.8673 -0.2462
H -0.0002 2.5471 0.7656
H 0.6554 -2.6696 0.0973
N -0.4447 1.8379 -0.1936
N -1.3542 -0.3231 0.1419
O -0.9448 -1.5688 -0.0534
Cl 2.6230 -0.0670 -0.0124

Computed properties:
* largest force on an atom: 5.6 eV/Å
* LUMO level: 0.62 eV
* HOMO: -9.6 eV
* structure (SMILES): Nc1nocc1Cl
* 2S+1: 1
* total energy: -760.92519 a.u.

No. 11
# C3H3ClN2O2

2 unconnected molecules or ions with the total composition C3H3ClN2O2 (ωB97M-V/def2-TZVPD, the Open Molecules 2025 dataset).

Cartesian coordinates (Å):
C 1.2921 1.9374 -0.0892
C -0.6066 -0.6132 0.6572
C 1.8082 0.8185 -0.6678
N 0.8816 2.9453 0.2935
N 0.1406 -1.7093 0.2046
O 1.1888 -1.9576 0.7969
O -0.2475 -2.2184 -0.8347
Cl 2.7231 -0.4236 0.0229
H -1.6901 -0.5767 0.3976
H -0.2517 0.0242 1.4335
H 1.9176 0.9481 -1.7583

Computed properties:
* largest force on an atom: 2.5 eV/Å
* LUMO level (spin up / spin down): -1.86 / -2.20 eV
* HOMO (spin up / spin down): -10.5 / -9.2 eV
* 2S+1: 1
* total energy: -836.03523 a.u.

No. 12
# C3H3ClN2OS

A molecular structure, C3H3ClN2OS (ωB97M-V/def2-TZVPD, the Open Molecules 2025 dataset).

Cartesian coordinates (Å):
C 0.5962 1.2201 0.0592
C 1.2203 0.0256 -0.0268
C -0.9636 -0.3242 0.0719
H -2.7493 1.3846 -0.6746
H -2.0840 2.6069 0.9628
H 1.0255 2.2620 0.2259
N -1.7472 2.0628 -0.1682
N -0.7541 1.0294 0.0383
O 0.3816 -0.8994 0.1439
S -2.2689 -1.3303 -0.0247
Cl 2.9087 -0.2910 -0.0580

Computed properties:
* largest force on an atom: 5.6 eV/Å
* LUMO level: 0.11 eV
* HOMO: -8.1 eV
* 2S+1: 1
* total energy: -1159.10019 a.u.

No. 13
# C3H3ClN2OS

C3H3ClN2OS in the gas phase (ωB97M-V/def2-TZVPD, the Open Molecules 2025 dataset).

Cartesian coordinates (Å):
C 0.8875 0.5201 0.1260
C -1.1961 -0.3179 0.0818
C 0.9740 -0.7921 0.0586
H 1.2120 2.6778 -0.4267
H -2.7455 0.8585 0.0198
H -0.4095 -2.3765 0.3276
N -2.5157 -0.2196 -0.1650
N -0.2554 -1.3206 -0.2035
O -0.4109 0.8958 0.2507
S 2.0656 1.7130 -0.0706
Cl 2.3939 -1.6386 0.0013

Computed properties:
* largest force on an atom: 6.5 eV/Å
* LUMO level: 0.46 eV
* HOMO: -8.0 eV
* structure (SMILES): [H]/N=c1/[nH]c(Cl)c(S)o1
* 2S+1: 1
* total energy: -1159.17020 a.u.

No. 14
# C3H3ClO2

C3H3ClO2 in the gas phase (ωB97M-V/def2-TZVPD, the Open Molecules 2025 dataset).

Cartesian coordinates (Å):
C -1.9370 0.4233 -0.0507
C 0.6346 -0.4316 -0.2262
C 1.7667 0.1104 0.1635
O -2.5464 1.3994 0.2020
O -0.5688 0.4152 0.1731
Cl -2.5598 -1.1755 -0.4205
H 0.5253 -1.4281 -0.6305
H 1.9278 0.9659 0.7440
H 2.7575 -0.2790 0.0453

Computed properties:
* largest force on an atom: 2.9 eV/Å
* LUMO level: 0.64 eV
* HOMO: -10.4 eV
* structure (SMILES): C=COC(=O)Cl
* 2S+1: 1
* total energy: -726.72914 a.u.

No. 15
# C3H3ClO2

C3H3ClO2 in the gas phase (ωB97M-V/def2-TZVPD, the Open Molecules 2025 dataset).

Cartesian coordinates (Å):
C -0.1636 0.5365 -0.3395
C 1.9934 -1.3235 -0.4995
C -1.3469 0.1198 0.4842
O 0.2538 1.5165 -0.7962
O 0.7267 -0.9012 -0.5040
Cl 3.1494 -0.0995 -0.5226
H -0.8759 0.2030 1.5472
H -1.6752 -0.9406 0.2370
H -2.0617 0.8891 0.3934

Computed properties:
* largest force on an atom: 3.4 eV/Å
* LUMO level: 0.31 eV
* HOMO: -8.5 eV
* 2S+1: 1
* total energy: -726.67242 a.u.

No. 16
# C3H3ClO2S

C3H3ClO2S in the gas phase (ωB97M-V/def2-TZVPD, the Open Molecules 2025 dataset).

Cartesian coordinates (Å):
C -0.4449 0.6327 -0.4108
C 0.5491 0.1131 -1.0797
C 1.4690 -0.4332 -1.8744
O -1.8005 -1.1434 2.6315
O -1.3564 -0.1593 0.3637
S -0.8021 -0.5282 1.8350
Cl -0.7426 1.5319 2.6913
H -0.4507 1.6528 0.0481
H 2.3218 -0.8550 -1.3030
H 1.2573 -0.8115 -2.9018

Computed properties:
* largest force on an atom: 2.5 eV/Å
* LUMO level: -0.33 eV
* HOMO: -10.5 eV
* 2S+1: 1
* total energy: -1124.86302 a.u.

No. 17
# C3H3ClOS

C3H3ClOS in the gas phase (ωB97M-V/def2-TZVPD, the Open Molecules 2025 dataset).

Cartesian coordinates (Å):
C -0.6724 -1.0567 -0.3078
C 0.0788 -0.2771 0.6334
C 0.5972 0.8753 0.2723
H -0.6531 -2.5817 0.9033
H 0.3020 -0.7170 1.5996
H 0.4423 1.2824 -0.7163
O -1.0528 -2.2755 0.0976
S -1.1913 -0.5114 -1.7372
Cl 1.6100 1.8326 1.2730

Computed properties:
* largest force on an atom: 1.2 eV/Å
* LUMO level: -0.54 eV
* HOMO: -8.9 eV
* structure (SMILES): OC(=S)/C=C/Cl
* 2S+1: 1
* total energy: -1049.69888 a.u.

No. 18
# C3H3ClOS

2 unconnected molecules or ions with the total composition C3H3ClOS (ωB97M-V/def2-TZVPD, the Open Molecules 2025 dataset).

Cartesian coordinates (Å):
C -0.4992 0.1040 -0.0422
C 0.7452 -0.3182 0.7015
C -0.1739 0.6480 1.2841
O 0.8861 -0.6521 3.4083
S -0.0420 -0.8135 2.3174
Cl 0.2880 2.9151 1.9400
H -0.3490 0.7490 -0.8965
H -1.3439 -0.5689 -0.1419
H 1.7689 -0.3361 0.3972

Computed properties:
* largest force on an atom: 3.7 eV/Å
* LUMO level: -2.10 eV
* HOMO: -10.3 eV
* 2S+1: 1
* total energy: -1049.54486 a.u.

No. 19
# C3H3ClOS

C3H3ClOS in the gas phase (ωB97M-V/def2-TZVPD, the Open Molecules 2025 dataset).

Cartesian coordinates (Å):
C 1.3833 -0.0203 0.9656
C 0.0988 0.1399 0.5697
C -1.3026 -0.4425 -1.1744
H 2.0164 -0.7954 0.6182
H -0.5213 1.0082 0.9405
H -1.8134 -1.3290 -1.5545
O -0.4595 -0.7633 -0.2675
S -1.5733 0.9415 -1.9634
Cl 2.1717 1.2609 1.8657

Computed properties:
* largest force on an atom: 3.4 eV/Å
* LUMO level: 0.04 eV
* HOMO: -9.2 eV
* structure (SMILES): S=CO/C=C/Cl
* 2S+1: 1
* total energy: -1049.66917 a.u.

No. 20
# C3H3ClS

A molecular structure, C3H3ClS (ωB97M-V/def2-TZVPD, the Open Molecules 2025 dataset).

Cartesian coordinates (Å):
C -2.6011 1.3106 -0.1348
C -4.4313 0.9071 0.4933
C -0.0174 0.4000 -0.3098
S -1.7483 0.0584 0.3522
Cl -4.9533 -0.3816 -0.3006
H 0.3234 -0.6190 -0.4399
H 0.5908 0.8565 0.5026
H 0.0575 0.8609 -1.3824

Computed properties:
* largest force on an atom: 4.8 eV/Å
* LUMO level: -0.61 eV
* HOMO: -8.1 eV
* 2S+1: 1
* total energy: -974.22141 a.u.